DFT (ωB97M-V/def2-TZVPD) results for C39H38As2ClN4O12SeTi as an isolated structure.

```
! RIJCOSX wB97M-V def2-TZVPD def2/J DEFGRID3
* xyz 0 2
Ti 0.49502 -0.37313 0.29943
C 3.90267 -2.27179 1.59647
C 3.04933 -1.05988 1.33477
O 1.88734 -1.30986 0.78251
C 3.48237 0.17691 1.68915
C 2.81967 1.47629 1.73267
C 3.48521 2.37078 2.77334
N 1.78973 2.03543 1.19285
N 1.61910 1.93603 -1.30349
C 1.85514 0.56584 -1.80565
O 0.93426 -0.32702 -1.46393
C 2.15376 0.55353 -3.30861
C 2.30017 1.69505 -4.08558
C 2.72864 1.58554 -5.40305
C 3.00775 0.34387 -5.95008
C 2.83053 -0.80010 -5.18300
C 2.41107 -0.69435 -3.86742
H 4.53141 -2.45508 0.72195
H 3.26083 -3.13744 1.74992
H 4.53885 -2.13258 2.46698
H 4.45819 0.18628 2.15675
H 4.57030 2.33702 2.65879
H 3.23720 2.02753 3.78156
H 3.13341 3.39112 2.65143
H 2.08403 2.66765 -3.66937
H 2.85393 2.48172 -5.99780
H 3.36001 0.26464 -6.97075
H 3.03259 -1.77656 -5.60629
H 2.28762 -1.57191 -3.24407
Cl 5.28057 5.64381 -0.92889
C 4.71465 4.00481 -1.01579
C 5.62329 2.96502 -0.93459
C 5.19581 1.63909 -1.00365
C 3.84763 1.40501 -1.15664
O 3.21088 0.21341 -1.23077
C 2.94178 2.46465 -1.23109
C 0.91990 2.09414 0.02550
O -0.18881 1.28224 0.15096
C 3.34713 3.77548 -1.15601
H 6.67477 3.18941 -0.81940
H 5.89931 0.82203 -0.91879
H 0.57849 3.13856 -0.00194
H 2.64248 4.59455 -1.19698
Se -0.36191 1.47487 2.84837
N 0.02786 -0.17662 2.27417
C 0.54123 -0.85917 3.33520
C 0.88643 -2.22345 3.33187
C 1.39339 -2.77713 4.47832
C 1.56835 -2.00574 5.64723
C 1.22657 -0.68247 5.68806
C 0.67932 -0.08285 4.53243
N 0.22717 1.17560 4.46883
H 0.72552 -2.81177 2.44168
H 1.65347 -3.82750 4.49167
H 1.96153 -2.48146 6.53657
H 1.34708 -0.09193 6.58637
C -0.45145 -1.67062 -4.82610
O -1.30794 -1.19581 -3.78100
C -1.28761 -1.80595 -2.61495
O -0.49514 -2.66552 -2.28833
C -2.30485 -1.33141 -1.63284
C -3.46622 -0.74327 -1.93979
As -4.62893 0.27236 -0.71215
C -3.47129 1.86183 -0.64150
C -4.08556 -0.46597 1.03174
C -2.97919 -1.14828 1.33715
As -1.57698 -1.79507 0.11954
C -2.10575 -3.69400 0.15062
C -2.71422 -1.62507 2.73119
O -2.30248 -2.74359 2.93213
O -3.00744 -0.74808 3.68175
C -3.06511 -1.22946 5.03243
C -5.13370 -0.20078 2.06647
O -5.44528 -0.92019 2.97644
O -5.75216 0.96524 1.79678
C -6.79890 1.35943 2.69002
C -4.00921 -0.73833 -3.32939
O -3.88235 -1.59498 -4.15936
O -4.76793 0.36129 -3.52487
C -5.39411 0.47066 -4.80541
H -1.09410 -1.99218 -5.64466
H 0.15793 -2.49730 -4.47259
H 0.18248 -0.84775 -5.14413
H -3.49880 2.35674 -1.61174
H -2.44885 1.57941 -0.40455
H -3.85437 2.54264 0.11775
H -3.16543 -3.76555 -0.08429
H -1.91437 -4.08480 1.14469
H -1.51018 -4.21256 -0.59488
H -4.10634 -1.45676 5.26214
H -2.69852 -0.42963 5.66838
H -2.45346 -2.12183 5.14570
H -7.43950 2.03717 2.13404
H -6.37313 1.86706 3.55505
H -7.35695 0.48788 3.02398
H -6.17103 1.22199 -4.70344
H -5.82057 -0.48601 -5.09987
H -4.66500 0.77894 -5.55426
*
```

Properties
HOMO energy (alpha / beta), eV: -6.6 / -7.7
E_tot, Eh: -10813.47014
Expectation value of S²: 0.780
Gap between HOMO and LUMO (alpha / beta), eV: 5.600 / 6.718


DFT (ωB97M-V/def2-TZVPD) results for C39H38Cl3O9PS5SiTa as an isolated structure.

```
! RIJCOSX wB97M-V def2-TZVPD def2/J DEFGRID3
* xyz -1 1
Ta 2.16651 -1.30429 0.14539
O 3.35759 -2.26464 2.11908
S 2.46977 -1.46555 2.95650
O 2.17494 -1.87660 4.28717
O 1.24508 -1.29422 2.07866
C 3.24772 0.16477 3.01703
C 2.99025 0.82789 4.20654
C 3.50153 2.09089 4.46500
C 4.29928 2.69904 3.52345
C 4.56613 2.05042 2.32694
C 4.05577 0.79319 2.04038
S 4.44528 0.39687 0.29775
O 5.77359 0.84586 0.04607
O 3.33320 0.96341 -0.44805
O 4.25765 -1.09343 0.08085
H 2.37437 0.32910 4.94081
H 3.27556 2.58191 5.40096
H 4.71908 3.67892 3.70424
H 5.17885 2.53817 1.58355
C 1.73655 -1.53461 -1.74078
C 1.46507 -1.67068 -2.96645
C 1.10702 -1.84686 -4.23971
C 2.03553 -1.46573 -5.31758
C 3.40819 -1.42179 -5.06682
C 4.29646 -1.01575 -6.04330
C 3.83814 -0.64367 -7.30034
C 2.47603 -0.67382 -7.55738
C 1.58427 -1.07725 -6.57838
C -0.24618 -2.38179 -4.49927
C -1.26515 -2.17297 -3.57013
C -2.53158 -2.68400 -3.77081
C -2.81574 -3.42201 -4.91243
C -1.80578 -3.65701 -5.83353
C -0.53454 -3.14806 -5.62796
H 3.77363 -1.70492 -4.08756
H 5.35418 -0.98946 -5.81835
H 4.53343 -0.32868 -8.06637
H 2.09746 -0.37118 -8.52581
H 0.52443 -1.06224 -6.78981
H -1.04918 -1.61291 -2.66969
H -3.29697 -2.51004 -3.02552
H -3.80944 -3.81606 -5.07688
H -2.00189 -4.25355 -6.71599
H 0.24975 -3.37272 -6.33749
O -1.11825 -3.57166 0.11242
S -1.47340 -2.13690 0.35729
C -3.08549 -1.84983 -0.34181
C -3.16982 -0.88812 -1.33044
C -4.39625 -0.64323 -1.93623
C -5.51084 -1.36616 -1.55006
C -5.41271 -2.34079 -0.56175
C -4.19802 -2.58685 0.04870
C -1.86336 -2.04986 2.09680
C -2.06526 -0.81655 2.68723
C -2.24449 -0.74836 4.05606
C -2.21842 -1.90985 4.81649
C -2.01101 -3.13771 4.20970
C -1.82111 -3.21603 2.83742
H -2.28516 -0.33870 -1.62164
H -4.47187 0.10702 -2.70979
H -6.46512 -1.17651 -2.02262
H -6.28814 -2.90439 -0.26987
H -4.10231 -3.34214 0.81583
H -2.04485 0.07896 2.08436
H -2.37025 0.21487 4.53123
H -2.33515 -1.85260 5.89048
H -1.96821 -4.03761 4.80629
H -1.60544 -4.15198 2.34423
C -3.45220 4.25407 2.53282
C -2.69675 3.04022 2.02092
C -3.24467 2.50688 0.70940
O -1.32867 3.41343 1.81796
P -0.16578 2.53976 2.59090
S 1.24207 2.28510 1.04135
S 0.43835 0.66374 -0.01072
O 0.61266 3.68955 3.46010
C 1.40515 4.78663 2.97263
C 0.63984 5.68581 2.02041
C 1.88008 5.52927 4.20878
H -4.50280 4.01371 2.69058
H -3.38803 5.06470 1.80691
H -3.03050 4.60360 3.47432
H -2.73601 2.24959 2.78213
H -3.31903 3.31040 -0.02380
H -4.23164 2.06586 0.84681
H -2.57596 1.74798 0.30627
H 2.27221 4.35894 2.45461
H -0.26078 6.06812 2.50050
H 0.34854 5.15980 1.11641
H 1.27421 6.52776 1.74430
H 1.02571 5.92361 4.75846
H 2.52648 6.36035 3.93044
H 2.43120 4.86378 4.86823
Cl 0.68102 -4.95708 -1.67574
Si 1.42580 -3.81600 -0.09731
Cl 3.53834 -4.09679 -0.47000
Cl 1.16029 -5.00169 1.63804
*
```

Properties
HOMO energy (alpha / beta), eV: -4.2 / -4.2
E_tot, Eh: -6245.76090
Gap between HOMO and LUMO (alpha / beta), eV: 6.041 / 6.059


Energy relative to the best compared isomer or geometry (same formula, charge and spin) in kJ/mol, matching the order above: 416.4 496.2